Formula: C21H42HgN3O8
Source: the Open Molecules 2025 dataset
Level of theory: ωB97M-V/def2-TZVPD

Each line ends with the Löwdin charge.
Cartesian coordinates (Å):
Hg1 -0.6252 -0.6165 -1.1912  1.211
C1 4.1325 0.4392 -1.5298  -0.083
C2 2.8193 0.0014 -2.1965  -0.623
C3 2.9722 -1.1740 -3.1576  -0.072
O1 1.7275 -0.1644 -1.3600  -0.368
H1 5.0320 0.4549 -2.1426  0.062
H2 4.2583 -0.1991 -0.6422  0.067
H3 4.0836 1.3734 -0.9584  0.042
H4 2.5877 0.8578 -2.8532  0.113
H5 3.8370 -0.9721 -3.8062  0.062
H6 2.1523 -1.4333 -3.8258  0.061
H7 3.3007 -2.1248 -2.7218  0.072
C4 -0.3765 -3.4323 -4.4169  -0.005
C5 -0.2277 -3.0931 -5.8093  -0.358
C6 -0.6298 -1.6680 -6.3300  -0.345
O2 -0.7963 -1.4782 -7.5313  0.026
C7 -0.9486 -0.7049 -5.2775  0.015
C8 -0.8884 -1.0822 -3.9580  -0.357
C9 -0.5926 -2.4638 -3.4822  -0.422
O3 -0.6534 -2.7524 -2.2341  -0.155
O4 -1.1431 -0.1883 -3.0473  -0.238
O5 0.0420 -3.9597 -6.6387  0.011
H8 -0.2123 -4.4805 -4.2110  0.105
H9 -1.0547 0.3149 -5.6165  0.102
C10 1.8340 3.3242 0.2643  -0.038
C11 1.7903 2.3491 1.4505  -0.430
C12 1.2572 2.9684 2.7448  -0.210
O6 2.1173 3.8874 3.3662  -0.166
C13 1.9214 4.0332 4.7498  -0.123
N1 1.0448 1.1577 1.1083  0.034
H10 0.8011 3.5894 0.0431  0.067
H11 2.4275 2.9726 -0.5783  0.069
H12 2.4639 4.1528 0.6024  0.079
H13 2.8250 1.9811 1.5220  0.135
H14 0.8815 2.1817 3.4097  0.110
H15 0.3140 3.4455 2.4359  0.123
H16 2.0189 3.0612 5.2502  0.078
H17 0.9250 4.3745 5.0478  0.085
H18 2.7028 4.6805 5.1405  0.085
H19 0.9217 0.4131 1.7744  0.034
H20 1.4678 0.7038 0.2833  0.034
C14 -3.1365 2.7233 0.6786  -0.080
C15 -2.4832 1.4141 0.2803  -0.427
C16 -3.5127 0.5217 -0.3959  -0.150
O7 -2.8629 -0.7536 -0.3545  -0.326
C17 -3.7061 -1.8549 -0.5821  -0.108
N2 -1.3949 1.6941 -0.6220  0.029
H21 -2.4387 3.4375 1.1320  0.072
H22 -4.0661 2.6812 1.2514  0.074
H23 -3.4086 3.4184 -0.1292  0.080
H24 -2.0348 1.0196 1.1944  0.132
H25 -3.5457 0.6367 -1.4872  0.139
H26 -4.5244 0.4626 0.0100  0.128
H27 -4.3405 -2.0681 0.2814  0.088
H28 -3.0589 -2.7237 -0.7270  0.081
H29 -4.2104 -1.7761 -1.5495  0.104
H30 -1.5993 2.5182 -1.1802  0.100
H31 -0.5758 1.9862 -0.0940  0.032
C18 -2.0709 -3.2300 2.1697  -0.053
C19 -1.2083 -2.0007 2.0824  -0.395
C20 -0.3403 -1.9113 3.3966  -0.195
O8 0.7335 -1.0293 3.2192  -0.229
C21 1.5566 -0.8810 4.3673  -0.085
N3 -0.4022 -1.8857 0.8377  0.058
H32 -2.8130 -3.3854 1.3914  0.058
H33 -2.6143 -3.2987 3.1139  0.086
H34 -1.3815 -4.0801 2.1316  0.090
H35 -1.7836 -1.0788 2.2121  0.119
H36 0.0471 -2.9178 3.5954  0.127
H37 -1.0279 -1.5932 4.1843  0.128
H38 2.2185 -1.7218 4.5743  0.092
H39 0.9719 -0.5855 5.2424  0.089
H40 2.2001 -0.0105 4.2263  0.084
H41 -0.1901 -2.8656 0.6404  0.100
H42 0.4936 -1.5923 1.2316  0.070

Cartesian forces (eV/Å) of the 3 atoms listed first:
Hg 2.5 -0.8 2.4
C -0.3 -0.7 2.0
C -1.5 0.7 -1.2

Its energy above the lowest of the compared OMol25 structures with the same formula, charge and spin is 277.7 kJ/mol. As for the gap between HOMO and LUMO: 5.712 eV. As for the highest occupied orbital energy: -3.8 eV. The charge is -1. The value obtained for the LUMO energy is 1.90 eV.



Formula: C2H4N4S
Source: the Open Molecules 2025 dataset
Level of theory: ωB97M-V/def2-TZVPD

Each line ends with the Löwdin charge.
Cartesian coordinates (Å):
N1 0.6832 -0.9385 1.3486  0.087
N2 0.2391 -0.1846 0.2905  -0.209
N3 -0.4206 -0.7814 -0.7697  0.104
C1 -0.8632 0.2388 -1.5259  -0.167
N4 -0.5717 1.3978 -1.0308  0.079
C2 0.1089 1.1817 0.1318  -0.917
S1 0.7049 2.2445 1.2247  0.556
H1 0.2913 -0.5795 2.2188  0.087
H2 1.6991 -0.8875 1.4210  0.097
H3 -0.4712 -1.7815 -0.8661  0.157
H4 -1.3997 0.0901 -2.4429  0.126

Cartesian forces (eV/Å) of the 3 atoms listed first:
N 0.1 -0.2 0.0
N -0.2 0.1 -0.5
N -0.1 0.2 0.1

Its energy above the lowest of the compared OMol25 structures with the same formula, charge and spin is 165.5 kJ/mol. As for the SMILES: Nn1[nH]cnc1=S. As for the gap between HOMO and LUMO: 8.557 eV. As for the highest occupied orbital energy: -8.0 eV. The value obtained for the LUMO energy is 0.54 eV.



Formula: C4H9N2
Source: the Open Molecules 2025 dataset
Level of theory: ωB97M-V/def2-TZVPD

Each line ends with the Löwdin charge.
Cartesian coordinates (Å):
C1 -0.8607 1.6966 2.4114  0.074
N1 -0.4013 1.3044 1.2881  0.064
C2 -0.0144 0.5671 0.2418  -0.262
C3 -0.7350 -0.8460 0.4292  0.006
C4 0.7474 0.7894 -0.9352  -0.062
N2 0.9962 -0.3943 -1.8542  0.148
H1 -0.3574 1.6630 3.4453  0.124
H2 -1.8177 2.1559 2.4624  0.075
H3 -0.0505 -1.5734 -0.0379  0.056
H4 -1.6937 -1.0152 -0.2508  0.144
H5 -1.0629 -1.0701 1.3510  0.033
H6 1.4099 1.6732 -1.1986  0.130
H7 1.9623 -0.7343 -1.8400  0.166
H8 0.8064 -0.1081 -2.7880  0.141
H9 0.3973 -1.2503 -1.5956  0.163

Cartesian forces (eV/Å) of the 3 atoms listed first:
C 1.8 -0.6 -0.5
N 0.3 0.4 0.5
C -0.9 -1.3 -0.3

Its energy above the lowest of the compared OMol25 structures with the same formula, charge and spin is 374.2 kJ/mol. As for the SMILES: C=N/C(C)=C/[NH3+]. As for the gap between HOMO and LUMO: 9.004 eV. As for the highest occupied orbital energy: -12.4 eV. The charge is +1. The value obtained for the LUMO energy is -3.43 eV.



Formula: C4H8N2O
Source: the Open Molecules 2025 dataset
Level of theory: ωB97M-V/def2-TZVPD

Each line ends with the Löwdin charge.
Cartesian coordinates (Å):
C1 -1.1973 -1.2031 0.3619  -0.026
C2 -0.2231 -0.0978 0.0367  -0.428
C3 1.2254 -0.5370 0.1013  -0.475
N1 2.1587 0.4109 -0.2096  0.164
O1 1.5253 -1.6808 0.4004  0.057
C4 -0.6779 1.0037 -0.8540  -0.115
N2 -0.4537 1.2556 0.5615  0.050
H1 -2.2251 -0.8324 0.2829  0.082
H2 -1.0723 -2.0409 -0.3301  0.091
H3 -1.0240 -1.5830 1.3721  0.089
H4 1.9063 1.3821 -0.0984  0.091
H5 3.1052 0.1642 0.0407  0.109
H6 -0.0004 1.5284 -1.5229  0.102
H7 -1.7079 0.9337 -1.2026  0.110
H8 -1.3391 1.2963 1.0600  0.099

Cartesian forces (eV/Å) of the 3 atoms listed first:
C -0.1 0.0 0.0
C 0.0 -0.2 0.0
C 0.1 -0.2 0.0

Its energy above the lowest of the compared OMol25 structures with the same formula, charge and spin is 120.0 kJ/mol. As for the SMILES: C[C@@]1(C(N)=O)CN1. As for the gap between HOMO and LUMO: 10.614 eV. As for the highest occupied orbital energy: -9.6 eV. The value obtained for the LUMO energy is 0.97 eV.



Formula: C20H47GaNO4P3
Source: the Open Molecules 2025 dataset
Level of theory: ωB97M-V/def2-TZVPD

Each line ends with the Löwdin charge.
Cartesian coordinates (Å):
Ga1 -0.2502 0.0135 -0.5492  0.141
P1 -0.0530 -2.3618 -1.0950  1.041
P2 -0.0650 2.4577 -0.8189  1.039
N1 1.6424 0.0940 -1.7751  -0.158
C1 1.6015 -2.3902 -1.8851  -0.288
H1 2.1440 -3.2951 -1.5244  0.111
H2 1.4391 -2.5208 -2.9818  0.102
C2 2.4683 -1.1706 -1.6116  -0.225
H3 2.9754 -1.2215 -0.6230  0.128
H4 3.2059 -1.0313 -2.4251  0.136
C3 2.4589 1.3366 -1.4911  -0.226
H5 3.1804 1.2904 -2.3343  0.138
H6 3.0002 1.2775 -0.5211  0.137
C4 1.5830 2.5739 -1.6040  -0.294
H7 1.4199 2.8397 -2.6776  0.103
H8 2.1306 3.4289 -1.1357  0.111
C5 0.0214 3.4413 0.7721  -0.509
C6 -1.2168 3.1699 1.6311  -0.097
H9 -0.9432 3.2850 2.6807  0.089
H10 -1.6022 2.1498 1.5038  0.033
H11 -2.0209 3.8821 1.4130  0.084
C7 -1.3099 3.2637 -1.9461  -0.516
C8 -2.6775 3.3994 -1.2877  -0.091
H12 -3.4088 3.6362 -2.0750  0.102
H13 -2.7121 4.2253 -0.5640  0.081
H14 -3.0182 2.4801 -0.7983  0.071
C9 -1.3022 -3.0062 -2.3112  -0.517
C10 -2.6728 -3.2179 -1.6724  -0.088
H15 -3.4014 -3.3652 -2.4835  0.102
H16 -3.0116 -2.3582 -1.0813  0.071
H17 -2.7033 -4.1210 -1.0459  0.081
C11 0.0380 -3.5291 0.3716  -0.502
C12 -1.1878 -3.3539 1.2702  -0.097
H18 -0.9029 -3.5921 2.2983  0.092
H19 -1.9987 -4.0279 0.9811  0.083
H20 -1.5712 -2.3229 1.2739  0.035
C13 -1.9937 -0.0478 0.5959  -0.257
C14 -0.8303 4.5736 -2.5577  -0.088
H21 -0.7301 5.3723 -1.8085  0.073
H22 0.1253 4.4731 -3.0880  0.074
H23 -1.5835 4.8985 -3.2938  0.103
C15 -0.8331 -4.2303 -3.0927  -0.087
H24 -1.5959 -4.4527 -3.8569  0.103
H25 0.1195 -4.0613 -3.6119  0.074
H26 -0.7317 -5.1178 -2.4514  0.073
C16 0.2819 -4.9931 -0.0007  -0.087
H27 0.5852 -5.5281 0.9046  0.097
H28 -0.6180 -5.4799 -0.3851  0.077
H29 1.0930 -5.1164 -0.7322  0.079
C17 0.2987 4.9309 0.5926  -0.089
H30 -0.5913 5.4853 0.2770  0.078
H31 0.6117 5.3409 1.5551  0.095
H32 1.1116 5.1340 -0.1182  0.078
H33 0.8944 2.9853 1.2786  0.086
H34 0.9307 -3.1517 0.9099  0.082
H35 -1.3815 2.5072 -2.7345  0.110
H36 -1.3730 -2.1556 -2.9951  0.109
O1 -3.0654 -0.0787 1.0526  0.128
H37 1.7039 0.1431 -2.7885  0.127
H38 -1.7748 0.0447 -1.0830  0.000
C18 2.2911 -2.1393 3.0084  -0.073
O2 1.9639 -1.2461 1.9223  -0.358
P3 0.7369 -0.1432 1.8636  0.837
O3 1.4365 1.2525 2.4130  -0.377
C19 2.2532 1.4597 3.6012  -0.038
O4 -0.1910 -0.6748 3.0993  -0.312
C20 -1.0646 0.1835 3.8830  -0.051
H39 3.2435 -2.6275 2.7440  0.109
H40 1.4946 -2.8861 3.1310  0.087
H41 2.4162 -1.5627 3.9380  0.083
H42 2.5425 0.4847 4.0603  0.088
H43 3.1357 1.9812 3.2509  0.096
H44 1.6771 2.0546 4.3112  0.095
H45 -2.0337 0.2782 3.3853  0.079
H46 -1.2114 -0.3974 4.8177  0.117
H47 -0.6235 1.1480 4.1252  0.077

Cartesian forces (eV/Å) of the 3 atoms listed first:
Ga 0.3 0.2 -0.7
P 0.0 -0.9 1.0
P -0.2 0.7 1.0

As for the gap between HOMO and LUMO: 8.566 eV. As for the highest occupied orbital energy: -14.0 eV. The charge is +2. The value obtained for the LUMO energy is -5.44 eV.



Formula: C5H9CrO3
Source: the Open Molecules 2025 dataset
Level of theory: ωB97M-V/def2-TZVPD

Each line ends with the Mulliken spin population.
Cartesian coordinates (Å):
H1 -2.9156 -0.9540 3.8631  0.003
O1 0.1392 -1.1852 3.5322  -0.021
C1 -0.8650 -0.5561 3.8591  0.020
H2 -0.8091 0.1351 4.7199  -0.002
H3 -2.4220 0.3644 2.8118  0.004
C2 -2.1424 -0.6494 3.1396  -0.001
H4 -2.0921 -1.3438 2.2961  -0.002
C3 3.6821 -1.1213 5.0565  -0.264
O2 2.7899 -0.1869 5.4788  -0.259
Cr1 1.8712 -1.3708 4.2306  3.624
O3 4.7493 -0.9770 5.7279  0.000
C4 4.1956 0.4691 6.7001  -0.015
C5 3.8307 0.0567 8.1094  -0.005
H5 3.7350 1.4256 6.4264  -0.050
H6 5.2309 0.8297 6.6524  -0.020
H7 2.7487 -0.0921 8.2196  -0.001
H8 4.1422 0.8442 8.8093  -0.005
H9 4.3292 -0.8772 8.3999  -0.009

Cartesian forces (eV/Å) of the 3 atoms listed first:
H 0.1 0.1 -0.1
O 0.6 -0.9 -0.5
C -2.0 1.1 0.1

Its energy above the lowest of the compared OMol25 structures with the same formula, charge and spin is 134.2 kJ/mol. As for the gap between HOMO and LUMO (alpha / beta): 6.424 / 8.449 eV. As for the highest occupied orbital energy (alpha / beta): -18.9 / -19.1 eV. The charge is +2. The spin multiplicity is 4. The value obtained for the LUMO energy (alpha / beta) is -12.49 / -10.61 eV.



Formula: C7H7N
Source: the Open Molecules 2025 dataset
Level of theory: ωB97M-V/def2-TZVPD

Each line ends with the Löwdin charge.
Cartesian coordinates (Å):
C1 -1.3691 1.7796 -0.1096  -0.096
C2 -0.0215 1.8267 0.3479  -0.056
C3 -1.6329 0.5156 -0.6377  -0.071
C4 0.5161 0.6807 -0.0500  -0.260
C5 0.7490 -1.5854 0.8416  -0.085
C6 1.3963 -0.5013 0.0821  -0.164
C7 0.3521 -1.3231 -0.5789  -0.154
N1 -0.4139 -0.0660 -0.6734  -0.030
H1 -1.8659 2.7620 -0.1055  0.098
H2 0.4383 2.6793 0.8954  0.117
H3 -2.5137 0.0741 -1.1635  0.123
H4 1.1683 -2.6272 0.8556  0.126
H5 -0.0160 -1.3760 1.5656  0.109
H6 2.8969 -0.7571 -0.0214  0.236
H7 0.3159 -2.0817 -1.2483  0.108

Cartesian forces (eV/Å) of the 3 atoms listed first:
C -0.3 1.0 0.3
C 0.0 2.5 1.1
C -1.2 0.8 -0.8

Its energy above the lowest of the compared OMol25 structures with the same formula, charge and spin is 425.1 kJ/mol. As for the gap between HOMO and LUMO: 9.216 eV. As for the highest occupied orbital energy: -8.2 eV. The value obtained for the LUMO energy is 0.99 eV.



Going through the records in order, we get electronic energy values of -47479.770; -18932.835; -7264.263; -9305.150; -111411.047; -39870.855; -8857.219 eV.
Going through the records in order, we get molecular weight values of 665.17; 116.15; 85.13; 100.12; 528.24; 169.12; 105.14 g/mol.
Going through the records in order, we get max |F| values of 3.57; 0.87; 6.40; 0.47; 4.52; 6.03; 7.36 eV/Å.